C18H32BIrN7O2S as an isolated structure. Source: the OMol25 dataset; level of theory: ωB97M-V/def2-TZVPD.

Each line ends with the Mulliken charge.
Geometry (Å):
Ir 0.410 0.554 -0.057  1.55
B -1.550 -1.309 2.283  0.18
N -0.597 -0.127 2.702  -0.01
C -0.450 0.243 3.978  -0.19
C 0.407 1.332 4.049  -1.02
C 0.771 1.574 2.737  -0.58
N 0.153 0.682 1.933  0.47
N -1.703 -1.442 0.718  -0.19
C -2.542 -2.341 0.194  -0.46
C -2.436 -2.317 -1.189  -1.19
C -1.472 -1.361 -1.447  -0.52
N -1.046 -0.828 -0.286  0.51
H -2.638 -1.061 2.728  -0.13
H -1.084 -2.334 2.698  -0.02
H -0.980 -0.284 4.756  0.50
H 0.720 1.865 4.929  0.50
H 1.442 2.307 2.322  0.61
H -3.159 -2.943 0.842  0.52
H -2.974 -2.921 -1.899  0.55
H -1.060 -1.024 -2.381  0.57
C 1.057 0.910 -4.477  -1.46
C 1.119 1.335 -3.046  0.66
N 1.712 2.481 -2.750  -0.20
O 0.562 0.616 -2.170  -0.65
H 1.918 1.262 -5.041  0.53
H 0.160 1.334 -4.935  0.33
H 0.988 -0.173 -4.538  0.29
H 2.161 3.027 -3.471  0.26
H 1.830 2.762 -1.785  0.18
C 0.855 -4.789 0.527  -1.68
C 1.371 -3.406 0.321  0.87
C 1.567 -2.543 1.399  -0.91
C 2.054 -1.267 1.199  0.03
C 2.295 -0.798 -0.120  0.35
C 2.178 -1.712 -1.210  -0.29
C 1.700 -2.969 -0.984  -0.95
S 3.206 0.716 -0.411  0.57
C 4.475 0.782 0.829  -1.09
O 2.135 1.771 0.054  -0.77
H 0.566 -4.968 1.559  0.40
H 1.620 -5.517 0.246  0.42
H -0.003 -4.970 -0.124  0.39
H 1.355 -2.881 2.404  0.53
H 2.257 -0.628 2.047  0.11
H 2.459 -1.400 -2.207  0.57
H 1.590 -3.658 -1.812  0.50
H 4.081 0.599 1.825  0.30
H 4.907 1.781 0.758  0.49
H 5.228 0.042 0.551  0.46
N -4.260 3.026 0.283  -0.27
C -3.265 3.054 -0.862  -0.92
C -2.279 1.888 -0.863  -0.29
N -1.039 2.087 -0.066  -0.66
H -4.932 3.795 0.187  0.39
H -3.830 3.128 1.206  0.33
H -4.804 2.157 0.290  0.36
H -2.776 4.027 -0.828  0.41
H -3.867 3.014 -1.768  0.47
H -1.974 1.717 -1.894  0.18
H -2.754 0.965 -0.529  0.33
H -1.248 2.177 0.931  0.42
H -0.591 2.962 -0.338  0.40

LUMO energy = -9.11 eV
HOMO = -16.783 eV
orbital gap = 7.669 eV
charge = +3
total energy = -48038.1536 eV
energy relative to the best compared isomer or geometry (same formula, charge and spin) = 0.197 eV